The following is a quantum chemistry calculation of a 9-piece molecular cluster, C31H87N7O9 overall at a distorted geometry, from the OMol25 dataset.

Structure (XYZ):
```
134
Properties=species:S:1:pos:R:3:forces:R:3
C -1.1418 1.6056 -0.5339 0.9221 0.3993 0.0108
C -0.2393 0.5450 0.1319 -2.0087 -0.8006 -0.7624
O -1.0992 -0.4502 0.7076 -0.1831 0.3511 0.3495
H -0.5478 2.2941 -1.1413 0.0136 0.2327 0.2914
H -1.6881 2.1798 0.2161 0.0036 0.0151 0.0183
H -1.8565 1.1980 -1.2491 0.0110 -0.4506 0.2440
H 0.3875 0.9307 0.9408 0.4295 0.2096 -0.5484
H 0.2373 -0.0445 -0.6579 0.8449 0.5126 0.2463
H -1.7590 0.0709 1.1966 0.0389 -0.4493 0.3337
C 1.4942 3.5238 3.3529 0.5848 0.0358 0.1471
C 1.6226 3.1604 4.8430 -0.7100 0.5162 -1.0846
C 2.1108 4.2924 5.7368 0.8801 -1.0661 0.0330
O 2.6082 3.7188 6.9528 -0.0787 0.1301 -0.1197
C 3.2037 4.7330 7.7349 0.0275 -0.4249 0.5208
N 0.2875 2.7497 5.3040 0.4748 -0.8462 0.6640
H 0.7835 4.3245 3.1552 -0.1185 -0.1039 -0.0195
H 1.2306 2.5991 2.8348 -0.4537 0.1722 -0.0983
H 2.4686 3.7816 2.9240 -0.0251 0.2273 0.1597
H 2.3262 2.3221 4.7630 0.2492 0.1844 1.0036
H 1.3323 4.9966 6.0347 -0.2469 0.1404 -0.5481
H 2.9278 4.7923 5.2064 0.0007 0.3139 0.1406
H 2.4784 5.5254 7.9480 0.2647 0.3579 -0.3932
H 4.1343 5.0485 7.2556 -0.1865 0.5530 -0.0258
H 3.4798 4.3595 8.7237 -0.0704 -0.4510 -0.1914
H 0.2276 1.7481 5.1192 -0.3759 0.1275 -0.1401
H 0.3277 2.7694 6.3245 -0.1858 0.0726 -0.0786
C 3.5179 -5.5431 3.8638 0.5854 0.2025 1.0273
C 2.1319 -4.9488 4.0540 -0.6642 0.2805 -0.9684
C 2.1406 -3.4812 3.6213 0.6584 -0.3200 0.2944
O 0.9846 -2.8179 4.0585 -0.2493 0.1310 0.0274
C 0.8938 -1.5241 3.5108 -0.3739 0.3085 -0.0829
N 1.2009 -5.6620 3.1658 -0.0348 -0.2340 -0.1407
H 3.5536 -6.6182 4.0445 -0.2784 -0.0784 -0.4042
H 4.2176 -5.1590 4.6153 -0.1549 0.2378 0.0195
H 3.9611 -5.2840 2.9034 -0.2870 -0.2234 -0.2125
H 1.7615 -4.9998 5.0820 0.4239 0.0648 0.2272
H 2.2242 -3.4379 2.5256 -0.0080 -0.0375 0.0141
H 3.0301 -2.9961 4.0533 -0.0393 0.0585 -0.0711
H 1.7546 -0.8881 3.7434 0.2527 -0.1959 0.0505
H 0.0196 -1.0249 3.9299 -0.0998 -0.1864 0.0713
H 0.7534 -1.5514 2.4256 0.0929 -0.0417 -0.0578
H 0.2717 -5.2519 3.1394 0.0698 0.1299 0.1839
H 1.0877 -6.6147 3.4928 -0.0303 -0.0209 -0.0788
C -4.9606 -1.9634 -5.3942 -0.0900 -0.4954 1.1287
C -4.7224 -0.6264 -4.6860 0.5876 -0.6718 -0.9708
C -3.3538 -0.5608 -4.0113 -0.1965 -0.4174 0.7921
O -3.2796 -1.6148 -3.0599 -0.4008 -0.1409 -0.0297
C -2.0057 -1.8240 -2.5107 0.6671 0.7318 -0.1772
N -4.8779 0.4077 -5.7354 0.2047 0.5451 0.7553
H -4.3567 -2.0839 -6.2911 -0.2019 0.3265 -0.2103
H -6.0326 -2.0327 -5.5739 0.0940 -0.0775 -0.5518
H -4.7060 -2.8122 -4.7512 -0.0148 0.1433 0.1199
H -5.4446 -0.5149 -3.8764 -0.1964 0.1378 -0.1653
H -3.3102 0.3899 -3.4644 0.3871 0.1887 -0.1879
H -2.4995 -0.6727 -4.6878 -0.1585 0.2571 -0.3782
H -1.2710 -2.2022 -3.2330 -0.2626 -0.4502 -0.0979
H -2.0960 -2.4757 -1.6459 -0.0024 -0.1080 -0.0837
H -1.5407 -0.8836 -2.1840 -0.2640 0.0788 0.2979
H -3.9526 0.7760 -5.9447 -0.0940 -0.0373 -0.2282
H -5.3915 1.2089 -5.3808 -0.0147 -0.0774 0.0024
C -1.1582 -6.1101 -2.0164 0.0635 -0.4988 0.3148
C -0.8273 -5.3876 -0.7313 0.7619 0.7309 0.8746
C -1.9134 -5.4824 0.3477 -0.3628 0.5640 -0.0738
O -1.6272 -4.8553 1.6024 0.1947 -0.2247 0.1410
C -1.5631 -3.4561 1.5024 0.9776 0.9803 -0.5466
N 0.4625 -5.8772 -0.1754 -0.7276 0.0082 -0.2844
H -1.9826 -5.6956 -2.5937 -0.1076 0.1308 0.2273
H -1.3981 -7.1425 -1.7388 -0.0481 -0.0814 -0.3421
H -0.2743 -6.1161 -2.6537 0.0027 -0.0433 0.0014
H -0.6403 -4.3354 -0.9631 -0.4513 0.1139 0.0515
H -2.0729 -6.5329 0.5910 -0.1953 -0.0428 -0.0686
H -2.8287 -5.0013 -0.0162 -0.2189 -0.3532 -0.2041
H -1.4474 -2.8984 2.4342 -0.4594 -0.8294 0.5097
H -2.4109 -3.0215 0.9643 -0.0498 -0.1377 -0.1040
H -0.6331 -3.1466 1.0048 -0.2097 -0.0377 -0.4667
H 0.3318 -6.8807 -0.0552 0.3895 -0.0315 0.0097
H 0.5212 -5.5143 0.7759 0.2969 -0.0991 0.0174
C 3.1209 5.3657 -1.2025 0.9003 -0.4168 0.1781
C 2.7062 4.2969 -2.2218 -1.0415 0.7066 -0.3521
C 3.1641 4.7079 -3.6119 0.3552 -0.5937 -0.4624
O 2.4804 3.9582 -4.6309 0.0865 0.6532 0.8992
C 2.9007 4.2532 -5.9260 0.2148 -0.7980 -1.2500
N 3.2312 2.9633 -1.9388 0.1083 0.3845 0.4192
H 4.2153 5.3906 -1.1843 0.0032 0.1231 0.0677
H 2.8110 5.1407 -0.1804 -0.1313 -0.2696 -0.0971
H 2.7694 6.3758 -1.4117 -0.1950 -0.1373 -0.3411
H 1.6069 4.2747 -2.2195 -0.0465 0.0680 -0.2243
H 4.2281 4.4401 -3.6595 0.1512 0.2709 -0.0810
H 3.0470 5.7708 -3.8317 -0.0842 0.0884 0.2455
H 2.0783 4.0599 -6.6207 -0.2152 0.2819 0.2351
H 3.6700 3.5523 -6.2838 0.2565 0.1142 0.3735
H 3.2790 5.2636 -6.1008 -0.1723 0.1353 0.3772
H 3.2124 2.4121 -2.7891 -0.1508 -0.1995 0.0094
H 2.6053 2.5276 -1.2707 0.2078 -0.2632 -0.0235
C -3.1590 3.6765 4.6666 0.5641 0.8385 -0.4959
C -3.7705 2.6486 3.7330 0.3696 -0.2649 0.1953
C -3.0491 1.2954 3.7705 0.4807 0.0353 -0.8659
O -3.0239 0.6530 2.4880 0.0139 -0.4916 -0.1962
C -4.2255 0.1633 1.9301 -0.4169 0.5967 0.4811
N -5.2044 2.6128 3.9342 -0.8873 -0.1637 -0.0634
H -3.5462 4.6397 4.3267 -0.3616 0.0449 0.5517
H -2.0841 3.7988 4.5131 0.0478 -0.4987 0.0306
H -3.3077 3.5365 5.7369 -0.3143 -0.1391 -0.0503
H -3.5969 3.0487 2.7292 -0.0497 -0.1514 -0.0965
H -3.4364 0.6366 4.5541 -0.1519 -0.1011 -0.0675
H -1.9705 1.4063 3.8886 -0.0858 0.4035 0.6228
H -4.8513 -0.2749 2.7155 -0.0276 -0.1591 -0.1361
H -3.9990 -0.5775 1.1646 0.1343 -0.0080 0.0837
H -4.7765 0.9907 1.4649 -0.1085 -0.1506 -0.0595
H -5.5105 2.3524 4.8645 0.4347 0.1333 0.1659
H -5.7050 1.9844 3.3174 0.2542 0.0938 -0.1965
C 0.2086 1.1435 -5.9374 -0.4890 -1.9788 0.2230
C 0.2893 0.8078 -4.4395 0.5175 2.8493 0.4536
C 1.4592 -0.1106 -4.0752 -0.5085 -0.4772 -0.3257
O 2.6802 0.5799 -4.2494 -0.3510 0.1591 -0.3660
C 3.8358 -0.2093 -4.3255 0.6379 0.1257 0.0503
N 0.4102 2.1186 -3.7386 0.6077 -0.0899 0.5763
H -0.6818 1.7180 -6.1799 0.2294 0.4529 0.1815
H 0.0392 0.1748 -6.4278 0.1827 0.1149 -0.3250
H 1.1304 1.5542 -6.3401 -0.0331 0.2723 0.1521
H -0.6885 0.5390 -4.0371 0.1924 -1.1969 -0.4188
H 1.3716 -0.9696 -4.7538 0.4288 -0.2333 0.1577
H 1.4347 -0.4680 -3.0402 -0.4550 -0.0626 0.0230
H 3.7598 -1.0737 -4.9917 -0.2498 0.1446 -0.2041
H 4.1992 -0.5981 -3.3656 -0.3434 0.1233 0.1918
H 4.6040 0.4776 -4.6839 0.1151 -0.2356 -0.1344
H 1.2851 2.6069 -3.9717 -0.5518 -0.3709 -0.2963
H 0.5348 1.8743 -2.7568 -0.1547 0.2476 0.0340
C 2.4066 -2.7170 -1.5320 -1.1143 0.7724 0.4110
O 1.3048 -3.3413 -2.1906 0.3807 0.1192 0.1314
H 2.0297 -1.9951 -0.7930 -0.0757 -0.1796 0.2924
H 3.0132 -3.4420 -0.9955 0.4547 0.0306 -0.3334
H 2.9093 -2.0494 -2.2273 0.4635 -0.6656 -0.2814
H 0.9768 -3.9979 -1.5638 0.1074 -0.2034 -0.1935
```
Positions in Å, forces in eV/Å.

E	-62411.118	eV
SMILES	COC[C@H](C)N.COC[C@H](C)N.COC[C@H](C)N.COC[C@H](C)N.COC[C@H](C)N.COC[C@H](C)N.COC[C@H](C)N.CCO.CO
largest force on an atom	0.0570	Eh/bohr
HOMO level	-0.32564	Ha